(1)
{
  "formula": "C22H62InN4Na4O15PS",
  "method": "ωB97M-V/def2-TZVPD",
  "molar_mass_g_mol": 892.6,
  "lumo_ev": -11.4,
  "total_charge": 2,
  "homo_lumo_gap_ev": 2.23,
  "symbols": ["In", "Na", "Na", "Na", "Na", "P", "O", "O", "O", "O", "S", "O", "O", "O", "O", "C", "C", "C", "O", "C", "N", "H", "H", "H", "H", "H", "H", "H", "H", "H", "H", "H", "C", "C", "C", "O", "C", "N", "H", "H", "H", "H", "H", "H", "H", "H", "H", "H", "H", "C", "C", "C", "O", "C", "N", "H", "H", "H", "H", "H", "H", "H", "H", "H", "H", "H", "C", "C", "C", "O", "C", "N", "H", "H", "H", "H", "H", "H", "H", "H", "H", "H", "H", "C", "C", "O", "H", "H", "H", "H", "H", "H", "C", "C", "O", "H", "H", "H", "H", "H", "H", "C", "C", "O", "H", "H", "H", "H", "H", "H"],
  "xyz": [[-16.692, 16.405, 3.328], [-17.101, 13.543, 6.444], [-20.848, 15.288, 2.419], [-17.614, 12.338, 1.936], [-20.229, 15.773, 5.819], [-18.995, 13.774, 4.073], [-20.533, 13.785, 4.209], [-18.638, 14.395, 2.718], [-18.247, 12.431, 4.239], [-18.350, 14.823, 4.980], [-20.009, 17.894, 3.610], [-21.147, 17.096, 4.051], [-19.418, 17.254, 2.414], [-20.426, 19.227, 3.245], [-19.048, 17.966, 4.688], [-24.537, 16.632, 5.587], [-24.683, 15.611, 4.409], [-25.552, 16.020, 3.215], [-26.920, 15.955, 3.466], [-27.475, 16.949, 4.312], [-23.290, 15.419, 4.007], [-24.194, 17.593, 5.215], [-23.851, 16.157, 6.295], [-25.414, 16.676, 6.239], [-25.019, 14.636, 4.768], [-25.402, 15.352, 2.368], [-25.276, 17.054, 2.962], [-28.477, 17.207, 3.968], [-26.859, 17.845, 4.389], [-27.659, 16.507, 5.296], [-22.738, 16.264, 3.888], [-22.900, 14.805, 4.715], [-17.989, 15.476, -0.723], [-17.140, 16.739, -0.847], [-17.611, 17.573, -2.088], [-17.424, 18.938, -1.828], [-18.011, 19.771, -2.807], [-17.211, 17.538, 0.395], [-17.873, 14.982, 0.248], [-17.656, 14.744, -1.459], [-19.052, 15.711, -0.769], [-16.071, 16.557, -0.970], [-18.685, 17.354, -2.142], [-17.027, 17.314, -2.973], [-17.724, 20.811, -2.669], [-19.099, 19.683, -2.720], [-17.642, 19.485, -3.797], [-18.159, 17.923, 0.420], [-16.729, 18.429, 0.275], [-13.566, 11.524, 4.806], [-14.894, 11.379, 4.082], [-14.921, 10.251, 3.044], [-16.144, 10.452, 2.298], [-16.516, 9.365, 1.447], [-15.992, 11.283, 5.070], [-13.488, 12.493, 5.290], [-12.794, 11.543, 4.023], [-13.288, 10.634, 5.367], [-15.187, 12.321, 3.601], [-14.906, 9.283, 3.551], [-14.077, 10.311, 2.354], [-15.825, 9.365, 0.601], [-17.532, 9.492, 1.074], [-16.484, 8.387, 1.930], [-16.231, 10.342, 5.350], [-16.762, 11.802, 4.689], [-19.503, 9.989, 8.823], [-18.728, 11.292, 8.880], [-17.218, 11.031, 8.866], [-16.481, 12.252, 9.037], [-15.067, 12.090, 9.095], [-18.898, 12.125, 7.664], [-20.485, 10.104, 9.269], [-18.934, 9.262, 9.412], [-19.543, 9.538, 7.831], [-19.096, 11.934, 9.677], [-16.850, 10.592, 7.929], [-16.840, 10.309, 9.599], [-14.867, 11.421, 8.244], [-14.731, 11.616, 10.020], [-14.650, 13.085, 8.968], [-19.256, 11.589, 6.871], [-19.702, 12.747, 7.751], [-23.340, 10.502, 2.453], [-22.780, 11.909, 2.238], [-21.355, 11.934, 2.283], [-22.684, 10.079, 3.223], [-23.341, 9.841, 1.590], [-24.324, 10.442, 2.920], [-23.130, 12.597, 3.013], [-23.174, 12.236, 1.273], [-21.101, 12.310, 3.135], [-22.695, 12.112, 8.071], [-22.769, 12.990, 6.843], [-21.470, 13.561, 6.644], [-22.069, 11.252, 7.863], [-23.695, 11.790, 8.374], [-22.383, 12.721, 8.922], [-23.586, 13.716, 6.898], [-22.974, 12.329, 5.993], [-21.239, 13.561, 5.698], [-19.797, 8.101, 4.486], [-19.290, 9.409, 3.941], [-20.117, 10.410, 4.516], [-19.136, 7.265, 4.237], [-20.758, 7.798, 4.076], [-19.727, 8.205, 5.567], [-19.291, 9.488, 2.847], [-18.245, 9.585, 4.222], [-19.659, 11.260, 4.496]],
  "mulliken_charge": [0.853, 0.802, 0.648, 0.814, 0.868, 0.829, -0.051, -0.606, 0.132, -1.337, 1.149, -0.722, -0.341, -0.456, -0.594, -1.399, 0.434, -0.806, -0.417, -0.649, 0.042, 0.433, 0.306, 0.416, 0.517, 0.333, 0.426, 0.265, 0.327, 0.255, 0.515, -0.359, -1.050, 0.125, -0.749, -0.326, -0.725, -0.314, -0.094, 0.464, 0.311, 0.366, 0.394, 0.473, 0.260, 0.302, 0.294, 0.109, 0.322, -1.643, 0.482, -0.911, -0.030, -0.929, 0.241, 0.336, 0.494, 0.328, 0.058, 0.416, 0.478, 0.313, 0.305, 0.326, 0.216, -0.248, -1.253, 0.164, -0.597, -0.337, -0.689, 0.090, 0.301, 0.511, 0.102, 0.449, 0.092, 0.526, 0.285, 0.307, 0.213, -0.144, 0.119, -1.098, 0.286, -0.434, 0.136, 0.350, 0.354, -0.193, 0.343, -0.043, -1.268, 0.179, -0.316, 0.094, 0.501, 0.345, 0.151, 0.162, -0.115, -1.293, 0.627, -0.293, 0.405, 0.335, 0.120, 0.039, -0.191, -0.340]
}

(2)
{
  "formula": "C7H22BaO7",
  "method": "ωB97M-V/def2-TZVPD",
  "molar_mass_g_mol": 355.6,
  "lumo_ev": -6.4,
  "total_charge": 2,
  "homo_lumo_gap_ev": 10.55,
  "symbols": ["Ba", "C", "O", "H", "H", "H", "H", "C", "O", "H", "H", "H", "H", "C", "O", "H", "H", "H", "H", "C", "O", "H", "H", "H", "H", "C", "O", "C", "O", "O", "C", "H", "H", "H", "H", "H", "H"],
  "xyz": [[0.740, -0.387, 1.315], [3.577, -0.088, -1.058], [2.773, -1.124, -0.464], [4.415, -0.542, -1.588], [3.085, 0.457, -1.863], [4.017, 0.590, -0.326], [2.856, -1.907, -1.013], [0.186, -1.321, -2.325], [-0.484, -0.496, -1.258], [-0.476, -1.602, -3.144], [1.058, -0.862, -2.792], [0.494, -2.303, -1.967], [-1.373, -0.236, -1.509], [1.820, 2.917, 0.217], [1.309, 1.758, -0.442], [2.389, 2.528, 1.061], [2.518, 3.364, -0.491], [1.009, 3.618, 0.410], [1.081, 1.907, -1.363], [1.068, -4.276, 1.531], [0.500, -3.110, 0.871], [0.491, -4.448, 2.439], [0.796, -5.142, 0.928], [2.110, -4.196, 1.841], [-0.184, -3.569, 0.378], [-1.732, 3.420, 0.157], [-2.964, 2.733, 0.491], [-2.930, 1.460, 0.759], [-1.936, 0.766, 0.793], [-4.101, 1.081, 1.097], [-4.373, -0.221, 1.662], [-1.432, 3.196, -0.866], [-0.993, 3.211, 0.931], [-1.918, 4.491, 0.238], [-4.342, -0.866, 0.785], [-5.365, -0.268, 2.111], [-3.689, -0.535, 2.451]],
  "mulliken_charge": [1.721, -0.623, -0.403, 0.368, 0.208, 0.265, 0.235, -0.636, -0.239, 0.359, 0.222, 0.204, 0.196, -0.721, -0.300, 0.339, 0.300, 0.225, 0.204, -0.744, -0.332, 0.316, 0.301, 0.299, 0.219, -0.546, -0.313, 0.678, -0.457, -0.338, -0.619, 0.293, 0.164, 0.337, 0.311, 0.244, 0.261]
}